{"formula": "C12H12NOP", "method": "ωB97M-V/def2-TZVPD", "e_lumo_ha": [-0.037, -0.036], "fmax_ev_per_a": 3.92, "e_tot_ha": -935.561926, "orbital_gap_ev": [7.2, 7.2], "symbols": ["C", "C", "C", "C", "C", "C", "C", "C", "C", "C", "C", "C", "N", "O", "P", "H", "H", "H", "H", "H", "H", "H", "H", "H", "H", "H", "H"], "positions_angstrom": [[4.079, -0.296, 0.989], [2.916, -0.924, 0.854], [4.229, 0.972, 0.382], [1.820, -0.469, 0.142], [3.167, 1.519, -0.352], [2.008, 0.748, -0.474], [-2.161, -1.373, 0.943], [-1.255, -0.251, 0.528], [-3.396, -1.338, 0.457], [-1.421, 0.244, -0.753], [-3.855, -0.433, -0.703], [-2.615, -0.143, -1.573], [0.222, 2.500, -0.268], [-0.262, 2.633, 0.848], [-0.296, 1.504, -1.442], [4.795, -0.675, 1.661], [2.850, -1.914, 1.302], [5.241, 1.265, 0.597], [0.879, -1.073, -0.107], [3.131, 2.576, -0.672], [-1.774, -2.166, 1.683], [-0.393, -0.029, 1.134], [-4.059, -2.146, 0.708], [-4.732, -0.832, -1.189], [-4.019, 0.514, -0.215], [-2.760, 0.630, -2.299], [-2.340, -1.043, -2.183]], "nbo_charge": [-0.220, -0.199, -0.189, -0.340, -0.315, 0.080, -0.267, -0.141, -0.131, -0.410, -0.441, -0.433, -0.280, -0.354, 0.944, 0.215, 0.208, 0.226, 0.251, 0.250, 0.228, 0.231, 0.203, 0.229, 0.220, 0.220, 0.213]}

---

{"formula": "C12H12O3", "method": "ωB97M-V/def2-TZVPD", "e_lumo_ha": 0.021, "smiles": "O=C1CC[C@](C(=O)O)(c2ccccc2)C1", "fmax_ev_per_a": 0.65, "e_tot_ha": -690.222120, "orbital_gap_ev": 10.0, "symbols": ["O", "C", "C", "C", "H", "H", "C", "C", "C", "C", "C", "C", "C", "H", "H", "H", "H", "H", "C", "O", "O", "H", "C", "H", "H", "H", "H"], "positions_angstrom": [[-2.826, -2.160, 0.968], [-2.196, -1.329, 0.373], [-1.995, -1.278, -1.128], [-1.384, 0.091, -1.403], [-2.182, 0.827, -1.528], [-0.758, 0.124, -2.292], [-0.594, 0.437, -0.123], [0.821, -0.102, -0.054], [1.378, -0.953, -0.997], [2.675, -1.416, -0.847], [3.436, -1.033, 0.242], [2.892, -0.178, 1.186], [1.597, 0.280, 1.038], [1.179, 0.948, 1.779], [3.477, 0.132, 2.039], [4.447, -1.396, 0.354], [3.091, -2.081, -1.590], [0.816, -1.267, -1.862], [-0.528, 1.955, -0.018], [-1.172, 2.632, 0.737], [0.318, 2.472, -0.912], [0.334, 3.440, -0.845], [-1.460, -0.166, 0.993], [-2.192, 0.573, 1.333], [-0.889, -0.486, 1.864], [-1.311, -2.088, -1.390], [-2.931, -1.453, -1.656]], "nbo_charge": [-0.522, 0.611, -0.530, -0.387, 0.220, 0.228, -0.193, -0.018, -0.214, -0.198, -0.213, -0.216, -0.158, 0.205, 0.215, 0.216, 0.214, 0.209, 0.818, -0.593, -0.681, 0.501, -0.516, 0.271, 0.248, 0.239, 0.243]}

---

{"formula": "C12H13FN2", "method": "ωB97M-V/def2-TZVPD", "e_lumo_ha": -0.319, "total_charge": 2, "fmax_ev_per_a": 0.37, "e_tot_ha": -673.787804, "orbital_gap_ev": 9.3, "symbols": ["C", "C", "N", "C", "C", "C", "C", "C", "C", "N", "F", "C", "C", "C", "C", "H", "H", "H", "H", "H", "H", "H", "H", "H", "H", "H", "H", "H"], "positions_angstrom": [[-2.313, 2.507, -3.147], [-2.124, 1.018, -2.972], [-1.278, 0.595, -1.802], [-1.105, -0.725, -1.617], [-0.353, -1.205, -0.575], [0.249, -0.314, 0.320], [1.064, -0.804, 1.470], [1.246, -0.013, 2.608], [1.994, -0.471, 3.661], [2.534, -1.685, 3.547], [3.268, -2.123, 4.577], [2.411, -2.505, 2.502], [1.664, -2.067, 1.441], [0.060, 1.048, 0.094], [-0.701, 1.475, -0.973], [-2.473, 3.036, -2.211], [-1.493, 2.963, -3.696], [-3.218, 2.655, -3.732], [-3.078, 0.513, -2.839], [-1.634, 0.581, -3.840], [-1.594, -1.381, -2.322], [-0.271, -2.274, -0.460], [0.787, 0.958, 2.711], [2.173, 0.077, 4.574], [2.916, -3.459, 2.554], [1.589, -2.726, 0.591], [0.520, 1.804, 0.710], [-0.840, 2.523, -1.175]], "nbo_charge": [-0.649, -0.215, -0.226, 0.107, -0.189, 0.024, 0.040, -0.190, 0.073, 0.151, -0.104, 0.071, -0.183, -0.190, 0.107, 0.223, 0.243, 0.274, 0.240, 0.242, 0.259, 0.256, 0.267, 0.292, 0.292, 0.266, 0.255, 0.263]}

---

{"formula": "C12H13N", "method": "ωB97M-V/def2-TZVPD", "e_lumo_ha": 0.011, "fmax_ev_per_a": 6.29, "e_tot_ha": -519.489243, "orbital_gap_ev": 9.0, "symbols": ["C", "C", "C", "C", "C", "C", "C", "C", "C", "C", "C", "C", "H", "H", "H", "H", "H", "H", "H", "H", "H", "H", "H", "H", "H", "N"], "positions_angstrom": [[0.905, 1.063, -3.155], [0.344, 0.770, -1.871], [-0.867, 0.718, -1.502], [-1.358, 0.409, -0.100], [-3.091, 0.403, 1.256], [-2.294, -0.271, 2.278], [-1.001, -0.743, 2.050], [-0.099, -1.539, 3.080], [-0.565, -0.381, 0.714], [0.833, -0.775, 0.079], [1.206, -0.090, -1.015], [2.722, 0.183, -1.183], [1.514, 2.092, -3.130], [1.110, -0.007, -3.532], [0.122, 1.378, -3.851], [-1.474, 1.225, -2.145], [-4.151, 0.412, 1.496], [-2.632, -0.494, 3.359], [0.938, -0.862, 3.059], [-0.114, -2.769, 2.816], [-0.731, -1.403, 4.011], [1.626, -1.197, 0.876], [3.645, 0.755, -0.007], [3.481, -0.960, -1.693], [2.709, 1.450, -1.890], [-2.777, 0.634, -0.002]], "nbo_charge": [-0.660, -0.043, -0.164, 0.148, 0.044, -0.278, 0.042, -0.665, -0.092, -0.171, -0.119, -0.637, 0.244, 0.257, 0.222, 0.204, 0.187, 0.216, 0.248, 0.251, 0.225, 0.225, 0.203, 0.246, 0.237, -0.370]}

---

{"formula": "C12H13N2", "method": "ωB97M-V/def2-TZVPD", "e_lumo_ha": -0.130, "smiles": "C[C@@]1(c2ccccc2)C#CCC(=[NH2+])N1", "total_charge": 1, "fmax_ev_per_a": 4.30, "e_tot_ha": -574.184793, "orbital_gap_ev": 9.0, "symbols": ["C", "C", "C", "C", "C", "C", "C", "C", "C", "C", "C", "C", "N", "N", "H", "H", "H", "H", "H", "H", "H", "H", "H", "H", "H", "H", "H"], "positions_angstrom": [[2.063, 0.385, 1.665], [0.927, 0.015, 1.545], [-3.754, 0.874, 0.038], [-3.059, 0.542, -1.123], [-3.191, 0.854, 1.272], [-1.757, 0.061, -1.014], [-1.911, 0.317, 1.361], [-1.166, 0.025, 0.215], [2.392, 0.325, -0.691], [3.154, 0.713, 0.656], [0.132, -0.637, 0.529], [0.311, -2.175, 0.529], [1.168, -0.215, -0.667], [3.136, 0.427, -1.782], [-4.784, 1.399, -0.082], [-3.692, 0.619, -2.077], [-3.781, 1.229, 2.108], [-1.201, -0.103, -1.848], [-1.284, 0.344, 2.335], [3.412, 1.859, 0.576], [4.141, 0.189, 0.721], [0.097, -2.540, -0.503], [-0.424, -2.508, 1.296], [1.361, -2.277, 1.007], [0.892, -0.450, -1.593], [4.101, 0.578, -1.736], [2.718, 0.152, -2.738]], "nbo_charge": [0.054, -0.005, -0.188, -0.172, -0.199, -0.215, -0.177, -0.105, 0.573, -0.511, 0.167, -0.614, -0.549, -0.736, 0.233, 0.241, 0.242, 0.193, 0.230, 0.283, 0.273, 0.237, 0.252, 0.243, 0.397, 0.429, 0.425]}

---

{"formula": "C12H13N4O3SW", "method": "ωB97M-V/def2-TZVPD", "e_lumo_ha": [-0.179, -0.179], "total_charge": 1, "fmax_ev_per_a": 0.75, "e_tot_ha": -1374.764853, "orbital_gap_ev": [6.9, 6.9], "symbols": ["W", "O", "N", "C", "C", "C", "C", "C", "S", "H", "H", "H", "H", "C", "C", "C", "C", "O", "H", "H", "H", "H", "H", "H", "H", "H", "H", "O", "N", "C", "C", "N", "C", "N"], "positions_angstrom": [[-0.275, 0.398, -0.128], [-1.493, 1.912, -0.537], [-2.815, 1.869, -0.147], [-3.543, 2.975, -0.350], [-4.863, 2.989, 0.022], [-5.416, 1.851, 0.606], [-4.628, 0.732, 0.804], [-3.298, 0.762, 0.416], [-2.163, -0.587, 0.615], [-3.021, 3.804, -0.804], [-5.452, 3.879, -0.141], [-6.455, 1.844, 0.907], [-5.015, -0.169, 1.259], [2.334, -1.027, -2.136], [1.262, 0.001, -2.466], [0.928, 0.040, -3.945], [1.643, 1.393, -1.946], [0.052, -0.395, -1.749], [3.265, -0.791, -2.649], [2.006, -2.015, -2.457], [2.522, -1.048, -1.060], [1.801, 0.343, -4.523], [0.119, 0.747, -4.128], [0.615, -0.949, -4.279], [2.601, 1.738, -2.333], [1.794, 1.390, -0.844], [0.891, 2.133, -2.226], [1.008, 0.219, 1.409], [0.398, 1.394, 1.613], [0.722, 2.162, 2.593], [-0.050, 3.365, 2.707], [-0.688, 4.317, 2.747], [1.768, 1.843, 3.506], [2.614, 1.579, 4.235]], "nbo_charge": [1.512, -0.550, 0.000, 0.061, -0.222, -0.112, -0.213, 0.039, 0.145, 0.257, 0.259, 0.251, 0.257, -0.628, 0.248, -0.625, -0.657, -0.649, 0.236, 0.237, 0.210, 0.232, 0.222, 0.235, 0.271, 0.185, 0.239, -0.460, -0.097, 0.036, 0.225, -0.194, 0.195, -0.145]}

---

{"formula": "C12H13N5", "method": "ωB97M-V/def2-TZVPD", "e_lumo_ha": 0.027, "smiles": "CN(C)C1=Nc2ccccc2-n2cnnc2C1", "fmax_ev_per_a": 3.86, "e_tot_ha": -738.834114, "orbital_gap_ev": 9.0, "symbols": ["N", "N", "N", "C", "C", "C", "C", "C", "C", "C", "C", "C", "N", "N", "C", "C", "C", "H", "H", "H", "H", "H", "H", "H", "H", "H", "H", "H", "H", "H"], "positions_angstrom": [[2.720, 2.464, 0.032], [1.601, 2.479, -0.792], [-0.569, -0.992, -0.184], [2.482, 1.646, 1.024], [0.736, 1.693, -0.271], [-0.755, -0.016, -1.084], [-0.709, -1.649, 3.385], [0.196, -0.742, 3.931], [-0.912, -1.689, 2.003], [0.800, 0.216, 3.082], [-0.302, -0.785, 1.153], [0.562, 0.177, 1.677], [1.194, 1.140, 0.878], [-1.009, -0.375, -2.420], [-0.632, 1.442, -0.717], [-0.497, 0.529, -3.451], [-0.994, -1.819, -2.810], [3.152, 1.377, 1.833], [-1.181, -2.307, 4.060], [0.430, -0.695, 4.966], [-1.581, -2.422, 1.545], [1.503, 0.937, 3.475], [-1.299, 1.675, 0.122], [-0.879, 2.118, -1.550], [0.467, 0.922, -3.148], [-1.242, 1.300, -3.665], [-0.340, -0.055, -4.384], [-0.017, -2.280, -2.585], [-1.716, -2.386, -2.240], [-1.209, -1.904, -3.865]], "nbo_charge": [-0.275, -0.297, -0.559, 0.148, 0.349, 0.507, -0.206, -0.220, -0.207, -0.206, 0.187, 0.072, -0.371, -0.416, -0.534, -0.419, -0.404, 0.216, 0.214, 0.216, 0.226, 0.214, 0.255, 0.262, 0.210, 0.203, 0.213, 0.201, 0.220, 0.200]}

---

{"formula": "C12H13N5O8P", "method": "ωB97M-V/def2-TZVPD", "e_lumo_ha": 0.093, "smiles": "CCOP(=O)(OCC)[C@@H](C#N)[C@H]1C(=[N+]([O-])[O-])C=C([N+](=O)[O-])c2nonc21", "total_charge": -1, "fmax_ev_per_a": 3.66, "e_tot_ha": -1682.001604, "orbital_gap_ev": 7.2, "symbols": ["C", "C", "O", "P", "C", "C", "N", "O", "O", "C", "C", "H", "H", "H", "H", "H", "H", "H", "H", "H", "H", "H", "O", "N", "O", "C", "C", "C", "N", "O", "O", "C", "C", "N", "O", "N", "C", "H", "H"], "positions_angstrom": [[-3.158, 0.614, -3.795], [-2.409, -0.002, -2.636], [-1.538, 0.992, -1.994], [-0.089, 0.671, -1.370], [-0.195, 0.105, 0.485], [-1.585, -0.274, 0.630], [-2.732, -0.408, 0.773], [0.699, -0.331, -2.125], [0.457, 2.160, -1.220], [0.374, 3.101, -2.351], [1.356, 4.213, -2.113], [-3.762, -0.172, -4.249], [-3.840, 1.395, -3.454], [-2.477, 1.014, -4.553], [-3.089, -0.368, -1.853], [-1.775, -0.832, -2.982], [0.028, 0.996, 1.043], [0.644, 2.535, -3.259], [-0.654, 3.491, -2.425], [1.326, 4.891, -2.962], [1.117, 4.795, -1.225], [2.373, 3.835, -2.018], [0.135, -4.202, 5.070], [0.941, -3.289, 4.850], [1.734, -2.872, 5.732], [1.000, -2.632, 3.550], [1.880, -1.578, 3.332], [1.828, -0.778, 2.194], [2.851, 0.233, 2.055], [3.740, 0.319, 2.931], [2.815, 0.990, 1.056], [0.862, -0.991, 0.964], [0.212, -2.304, 1.179], [-0.811, -2.690, 0.381], [-1.543, -3.542, 1.216], [-0.960, -3.736, 2.471], [0.141, -2.943, 2.427], [2.584, -1.315, 4.138], [1.522, -1.088, 0.107]], "nbo_charge": [-0.627, -0.066, -0.839, 2.379, -0.643, 0.295, -0.341, -1.092, -0.821, -0.056, -0.626, 0.216, 0.210, 0.210, 0.208, 0.203, 0.295, 0.188, 0.188, 0.207, 0.215, 0.225, -0.410, 0.507, -0.467, -0.089, -0.103, -0.080, 0.499, -0.457, -0.469, -0.264, 0.106, -0.081, -0.174, -0.066, 0.067, 0.280, 0.273]}